(1)
{"formula": "C29H45Cl2N2PRh", "method": "ωB97M-V/def2-TZVPD", "charge": -1, "multiplicity": 5, "homo_lumo_gap_ev": [2.701, 2.613], "s2": 6.035, "symbols": ["Rh", "Cl", "Cl", "P", "N", "N", "C", "C", "C", "C", "C", "C", "C", "C", "C", "C", "C", "C", "C", "C", "C", "C", "C", "C", "C", "C", "C", "C", "C", "C", "C", "C", "C", "C", "C", "H", "H", "H", "H", "H", "H", "H", "H", "H", "H", "H", "H", "H", "H", "H", "H", "H", "H", "H", "H", "H", "H", "H", "H", "H", "H", "H", "H", "H", "H", "H", "H", "H", "H", "H", "H", "H", "H", "H", "H", "H", "H", "H", "H", "H"], "xyz": [[0.177, -0.874, 1.047], [-1.523, 0.662, 0.713], [2.053, 0.400, 0.232], [-0.194, 1.205, -3.489], [1.100, 0.617, 4.763], [0.928, -0.579, 2.945], [1.272, 0.292, -3.989], [-0.411, -4.639, -0.393], [3.050, -1.376, -5.640], [0.420, -5.737, -0.291], [2.729, 0.069, -6.029], [1.290, 3.275, -2.207], [0.203, 5.436, -1.332], [1.381, -1.440, 3.950], [-0.068, 2.921, -2.844], [-1.840, -1.170, -3.622], [-2.566, 1.099, -4.611], [1.816, -5.602, -0.177], [0.996, 1.763, 5.647], [1.413, -1.208, -3.656], [2.379, -4.323, -0.178], [1.466, -0.682, 5.097], [-4.030, -0.968, -4.949], [-1.793, 0.367, -3.485], [0.799, 0.639, 3.448], [-3.269, -1.692, -3.828], [2.767, -1.721, -4.163], [-3.979, 0.557, -4.839], [1.366, 0.528, -5.514], [1.575, -3.204, -0.253], [-0.586, -2.144, -0.068], [1.397, 4.797, -2.061], [0.172, -3.337, -0.297], [-1.173, 4.847, -1.691], [-1.177, 3.323, -1.852], [-3.227, -2.768, -4.048], [-1.908, 5.129, -0.927], [2.820, -2.810, -4.023], [0.614, -1.782, -4.138], [1.995, -2.187, -0.187], [0.359, 5.346, -0.247], [3.462, -4.195, -0.094], [-4.373, 1.018, -5.750], [2.131, 2.898, -2.802], [1.205, 1.586, -5.760], [-2.115, 0.620, -2.449], [-4.614, 0.887, -4.010], [-1.506, 5.287, -2.640], [1.469, 5.229, -3.068], [3.488, 0.738, -5.608], [2.327, 5.044, -1.535], [1.714, -0.980, 6.099], [1.375, 2.799, -1.219], [2.448, -6.482, -0.077], [2.750, 0.192, -7.116], [-2.620, 2.177, -4.396], [-3.821, -1.576, -2.886], [1.593, -2.490, 3.766], [-2.169, 2.987, -2.182], [3.555, -1.279, -3.538], [0.468, 1.519, 2.916], [-0.014, -6.734, -0.283], [0.337, 1.541, 6.492], [2.078, 0.809, -3.426], [-0.198, 3.453, -3.812], [-5.076, -1.289, -4.936], [-1.398, -1.629, -2.724], [-3.618, -1.273, -5.918], [0.190, 6.510, -1.557], [1.313, -1.363, -2.572], [0.575, -0.055, -6.009], [2.469, -2.052, -6.278], [-1.494, -4.722, -0.455], [-1.010, 2.834, -0.880], [0.585, 2.598, 5.073], [-1.641, -2.031, -0.355], [-1.232, -1.482, -4.485], [-1.995, 0.995, -5.548], [1.978, 2.037, 6.044], [4.105, -1.576, -5.854]], "atomic_forces_ev_per_a": [[0.725, -0.597, 0.294], [-1.541, 1.854, -0.317], [1.105, 0.997, -1.031], [0.216, -1.006, 0.979], [0.135, -0.082, 0.589], [0.587, 0.364, 1.790], [0.580, 0.240, 0.103], [0.812, 0.128, -0.082], [-0.143, -0.240, 0.066], [-0.014, -0.206, -0.152], [0.001, 0.095, 0.176], [0.139, -0.095, 0.070], [0.030, -0.102, 0.349], [-0.623, 2.004, -0.131], [-0.027, -0.093, -0.011], [0.432, -0.010, -0.228], [-0.309, -0.125, -0.044], [-0.046, -0.328, 0.043], [0.118, -0.206, 0.049], [-0.299, -0.098, 0.129], [0.171, 0.133, -0.011], [-0.017, -0.245, -0.420], [0.162, -0.105, -0.035], [-0.482, 0.342, 0.600], [0.244, -1.670, 0.260], [-0.117, 0.412, 0.189], [0.209, 0.334, 0.038], [0.017, 0.039, 0.320], [0.507, -0.172, -0.022], [1.002, -0.238, 0.128], [-0.485, -1.192, -2.110], [-0.206, 0.012, -0.319], [-1.721, 0.770, -0.025], [0.111, 0.010, -0.345], [-0.153, -0.112, 0.126], [0.014, 0.253, 0.127], [0.118, -0.027, -0.153], [-0.023, 0.317, 0.034], [0.223, 0.161, 0.082], [-0.153, -0.641, -0.160], [-0.038, -0.086, -0.193], [-0.233, -0.102, -0.046], [-0.097, -0.050, 0.072], [-0.113, 0.136, 0.066], [0.038, -0.176, -0.018], [-0.500, -0.075, -0.488], [0.004, -0.057, -0.016], [-0.035, 0.034, 0.060], [0.045, 0.031, 0.043], [0.007, -0.015, -0.039], [-0.155, -0.024, -0.118], [0.080, 0.199, 0.116], [-0.146, -0.181, -0.244], [-0.116, 0.075, -0.041], [0.150, -0.051, 0.009], [0.034, -0.198, -0.059], [0.071, -0.036, -0.081], [-0.173, 0.414, 0.038], [0.164, 0.112, 0.009], [-0.086, -0.081, -0.032], [-0.029, -0.142, -0.065], [0.035, -0.009, -0.030], [0.002, 0.049, -0.150], [-0.125, -0.128, -0.474], [0.093, 0.321, 0.540], [0.062, -0.015, -0.082], [-0.024, 0.128, -0.174], [0.030, 0.028, 0.017], [0.023, -0.107, 0.146], [0.034, -0.010, -0.170], [0.016, 0.129, 0.128], [-0.031, 0.036, 0.008], [0.148, -0.093, 0.060], [0.081, -0.126, -0.286], [0.089, -0.148, 0.170], [-0.154, -0.738, 0.207], [-0.219, 0.111, 0.088], [-0.054, -0.033, 0.203], [-0.069, 0.051, -0.080], [-0.106, -0.048, -0.041]], "mulliken_charge": [-0.46, -0.68, -0.68, -1.65, 0.16, 0.11, 0.80, -0.80, -0.71, -0.24, -0.84, -0.41, -0.67, -0.79, 0.38, -0.36, -0.81, -0.50, -0.88, -0.44, -0.97, -0.43, -0.67, 1.01, -0.20, -0.98, -0.69, -0.92, -0.93, -0.03, -0.48, -0.97, 1.27, -0.97, -0.40, 0.39, 0.38, 0.40, 0.30, 0.12, 0.34, 0.38, 0.39, 0.41, 0.44, 0.54, 0.35, 0.36, 0.37, 0.35, 0.40, 0.39, 0.08, 0.34, 0.37, 0.33, 0.43, 0.42, 0.50, 0.41, 0.25, 0.32, 0.33, 0.47, 0.56, 0.37, -0.18, 0.33, 0.34, -0.36, 0.31, 0.33, 0.36, 0.05, 0.27, 0.57, 0.27, 0.38, 0.31, 0.37]}

(2)
{"formula": "C6H40N2O12", "method": "ωB97M-V/def2-TZVPD", "multiplicity": 1, "homo_lumo_gap_ev": 7.725, "relative_energy_kcal_mol": 155.7, "symbols": ["O", "O", "O", "O", "O", "O", "O", "O", "O", "O", "O", "O", "N", "N", "C", "C", "C", "C", "C", "C", "H", "H", "H", "H", "H", "H", "H", "H", "H", "H", "H", "H", "H", "H", "H", "H", "H", "H", "H", "H", "H", "H", "H", "H", "H", "H", "H", "H", "H", "H", "H", "H", "H", "H", "H", "H", "H", "H", "H", "H"], "xyz": [[0.503, 1.924, -3.688], [-1.464, 3.256, -1.606], [-2.403, 0.816, -2.022], [0.429, 2.750, 1.894], [3.761, -0.440, 1.493], [1.342, 2.351, -1.210], [-3.590, -0.350, -0.125], [-1.062, -1.455, -3.136], [-2.690, -2.924, -0.815], [2.302, 1.429, 3.206], [-0.683, 4.741, 0.547], [0.114, -3.804, -1.832], [1.022, -0.977, 0.728], [3.343, -0.938, -1.869], [-0.184, -0.942, 1.390], [-1.033, -2.015, 3.664], [0.126, -1.464, 2.823], [0.832, -0.714, -0.730], [-0.930, 0.317, 1.647], [1.862, -1.418, -1.721], [2.019, -2.370, -1.141], [0.342, 2.500, -1.084], [-1.058, -1.790, -4.034], [-0.972, 3.491, -2.360], [3.711, -1.325, 1.833], [-0.237, 1.369, -3.647], [-0.883, -1.576, 0.846], [-2.676, 0.546, -1.137], [1.563, 0.735, 3.430], [-0.797, 0.945, 0.781], [-0.340, -3.131, -2.150], [1.101, 2.942, 1.145], [0.825, -0.827, 3.552], [3.220, -0.199, -2.471], [1.181, 2.423, 2.389], [1.003, -3.735, -1.677], [-1.473, 4.005, -1.025], [1.184, 2.158, -2.168], [-0.974, -1.368, 4.553], [3.791, -0.707, -0.998], [0.271, 2.790, -4.172], [-1.972, -1.067, -2.936], [-2.033, -1.777, 3.410], [-0.530, 0.908, 2.496], [-4.393, -0.604, -0.528], [0.722, 0.364, -0.865], [-3.246, -1.217, -0.148], [-1.635, -2.840, -0.779], [0.765, -2.432, 2.584], [-3.116, 0.952, -2.496], [-0.247, 4.397, 1.243], [-1.920, 0.163, 1.819], [1.322, -1.461, -2.653], [-0.869, -3.056, 3.882], [4.245, -0.034, 2.190], [-1.569, 4.799, 0.771], [-2.594, -3.882, -1.214], [2.968, 1.405, 3.866], [-0.207, -1.019, -0.902], [1.912, -0.616, 1.154]], "atomic_forces_ev_per_a": [[1.459, 3.324, -1.686], [-1.233, -1.110, 0.738], [6.170, -1.370, 2.319], [2.551, 1.396, -2.361], [0.013, -0.313, -0.662], [-2.575, 0.509, -0.526], [-0.114, 1.004, 1.213], [-1.305, 0.417, 0.381], [4.205, -2.987, -1.248], [-2.708, -1.762, -0.342], [-0.130, 2.475, -4.672], [-1.230, -6.756, 2.147], [2.900, 0.073, -2.981], [-2.986, -2.518, 0.348], [-0.378, -0.398, 4.114], [1.098, 1.871, 1.393], [1.829, -3.406, -0.260], [0.767, 0.887, 0.688], [2.543, 2.234, -0.556], [1.363, -0.035, 3.719], [-0.396, 0.377, -1.198], [1.743, 0.015, 0.674], [-0.267, -0.022, -0.199], [0.915, 0.648, -1.379], [-0.229, -1.095, -0.134], [-2.052, -1.193, 0.100], [-0.062, -0.743, 0.316], [-0.282, 0.000, 0.131], [2.301, 1.789, -0.464], [-0.402, 0.571, -0.305], [-2.170, 5.505, -2.659], [-2.152, -0.153, 0.415], [-1.440, -0.884, -2.023], [0.617, 2.497, -1.238], [0.002, -0.456, 1.660], [2.994, 1.108, 0.260], [0.555, 0.670, 0.466], [1.075, 0.001, 0.549], [-0.054, -0.924, 0.571], [-0.327, 0.410, 0.249], [0.348, -2.351, 1.052], [1.739, -0.413, -0.319], [-0.981, -0.174, -1.267], [-0.206, -0.507, -0.503], [-2.079, 0.424, -0.803], [0.619, -0.056, -0.438], [1.680, -1.891, 0.390], [-3.064, 0.344, 0.278], [-0.733, 1.932, 0.655], [-5.736, 1.315, -3.514], [2.286, -2.197, 3.898], [-2.924, -0.583, 0.416], [0.557, -0.395, -0.517], [-0.332, -0.214, 0.291], [0.597, 1.142, 0.677], [-2.556, 0.240, 1.016], [-1.052, 2.509, 1.103], [0.678, -0.136, 1.176], [0.349, -0.659, -0.541], [-1.800, 0.011, -0.608]], "mulliken_charge": [-0.68, -0.52, -0.42, -0.71, -0.60, -0.64, -0.61, -0.51, -0.75, -0.71, -0.64, -0.62, 0.50, -0.65, 1.16, -1.48, -0.06, 0.55, -1.36, -1.11, 0.31, 0.17, 0.25, 0.26, 0.30, 0.31, -0.66, 0.33, 0.23, 0.15, 0.25, 0.35, -0.25, 0.29, 0.34, 0.26, 0.26, 0.48, 0.36, 0.27, 0.30, 0.26, 0.40, 0.12, 0.34, 0.24, 0.33, 0.29, 0.33, 0.18, 0.33, 0.72, 0.32, 0.31, 0.23, 0.31, 0.42, 0.28, -0.46, 0.32]}

(3)
{"formula": "C5H13NO", "method": "ωB97M-V/def2-TZVPD", "charge": 1, "multiplicity": 2, "homo_lumo_gap_ev": [10.676, 7.176], "s2": 0.753, "relative_energy_kcal_mol": 33.3, "symbols": ["O", "N", "C", "C", "C", "C", "C", "H", "H", "H", "H", "H", "H", "H", "H", "H", "H", "H", "H", "H"], "xyz": [[1.760, 1.061, -3.587], [1.707, -1.304, -0.612], [-0.253, -1.299, 1.485], [-0.854, 1.076, 0.741], [1.085, -0.131, -0.253], [-2.331, 0.767, 0.927], [0.017, -0.122, 0.663], [-2.960, 1.653, 0.929], [2.543, 0.952, -3.030], [-0.696, 1.669, -0.171], [0.628, -1.919, 1.615], [-2.768, 0.105, 0.179], [-0.958, -1.953, 0.962], [-2.492, 0.247, 1.874], [2.629, -1.471, -0.210], [-0.529, 1.755, 1.545], [1.313, 0.793, -0.789], [1.062, 0.608, -3.104], [-0.687, -1.126, 2.463], [1.784, -1.362, -1.626]], "atomic_forces_ev_per_a": [[0.147, -0.184, 0.483], [0.186, 0.438, -0.442], [0.241, -0.774, 0.104], [0.003, 0.480, -0.941], [-0.301, 0.150, -0.185], [-0.633, -0.635, 0.512], [0.186, 0.413, 0.997], [0.272, 0.215, 0.065], [0.059, 0.154, -0.301], [-0.042, -0.039, 0.143], [0.206, -0.054, -0.105], [0.372, 0.028, -0.289], [-0.189, 0.007, -0.169], [-0.041, 0.196, 0.072], [-0.306, -0.566, 0.453], [0.195, -0.332, 0.131], [-0.444, -0.187, -0.340], [-0.204, 0.049, -0.254], [-0.179, 0.497, -0.005], [0.473, 0.144, 0.072]], "mulliken_charge": [-0.59, -0.40, -1.42, -0.44, -0.41, -1.25, 0.80, 0.38, 0.32, 0.38, 0.42, 0.37, 0.38, 0.31, 0.31, 0.32, 0.50, 0.33, 0.39, 0.30]}

(4)
{"formula": "C4H8N6", "method": "ωB97M-V/def2-TZVPD", "multiplicity": 1, "homo_lumo_gap_ev": 10.366, "relative_energy_kcal_mol": 73.7, "symbols": ["N", "N", "N", "N", "N", "N", "C", "C", "C", "C", "H", "H", "H", "H", "H", "H", "H", "H"], "xyz": [[-1.452, -1.221, 0.173], [0.734, 2.334, 2.147], [0.864, 3.573, 1.615], [2.445, 0.514, -1.966], [2.080, 2.208, 0.585], [1.673, 3.494, 0.674], [1.414, 0.043, -1.798], [1.497, 1.417, 1.510], [-0.096, -0.748, -0.045], [0.126, -0.540, -1.552], [-1.570, -2.159, -0.201], [-1.657, -1.250, 1.164], [-0.647, 0.129, -1.942], [0.019, 0.205, 0.476], [2.716, 1.914, -0.142], [0.682, -1.426, 0.343], [0.126, 2.179, 2.934], [0.059, -1.495, -2.082]], "atomic_forces_ev_per_a": [[-0.150, -0.205, -0.156], [0.768, -0.537, -0.739], [-0.665, 0.793, 0.577], [0.336, 0.189, 0.002], [-0.652, -0.458, 0.983], [0.500, 0.646, -0.781], [0.493, 0.122, -0.226], [0.347, -0.263, 0.385], [-0.048, -0.089, -0.074], [-0.767, -0.254, 0.373], [-0.050, 0.120, 0.172], [-0.028, -0.078, -0.066], [0.029, -0.123, 0.001], [-0.001, -0.357, -0.204], [-0.077, 0.070, -0.074], [-0.069, 0.228, -0.057], [0.061, 0.102, -0.095], [-0.026, 0.096, -0.021]], "mulliken_charge": [-0.66, 0.20, -0.29, -0.55, 0.27, -0.32, 0.38, -0.49, -0.07, -0.40, 0.22, 0.24, 0.27, 0.05, 0.30, 0.32, 0.22, 0.31]}

(5)
{"formula": "C4H9Cl2FN2O2S2", "method": "ωB97M-V/def2-TZVPD", "multiplicity": 1, "homo_lumo_gap_ev": 9.375, "relative_energy_kcal_mol": 29.9, "symbols": ["Cl", "Cl", "S", "S", "F", "O", "O", "N", "N", "C", "C", "C", "C", "H", "H", "H", "H", "H", "H", "H", "H", "H"], "xyz": [[-0.887, 1.064, 4.515], [0.534, -0.901, 2.759], [-0.036, 0.004, 0.145], [-2.242, -0.168, 2.103], [3.106, 0.774, -0.164], [-0.423, -0.425, -1.266], [-0.405, 1.298, 0.565], [-1.397, -0.847, 0.751], [2.346, 0.723, -1.391], [1.970, 1.800, -1.925], [1.128, 1.594, -3.092], [-1.018, -0.376, 3.442], [-1.261, -2.297, 0.736], [-1.992, -2.830, -0.013], [0.469, 2.318, -3.269], [1.724, 1.322, -3.969], [-1.463, -0.075, -1.720], [2.325, 2.728, -1.602], [-1.397, -1.151, 4.042], [-0.314, -2.509, 0.372], [0.605, 0.649, -2.769], [-1.371, -2.696, 1.749]], "atomic_forces_ev_per_a": [[-0.027, -0.468, -0.610], [0.209, 0.172, 1.342], [0.065, -2.172, 1.940], [0.664, -0.138, -1.333], [-0.428, 1.128, -1.383], [-4.271, 1.278, -5.863], [-0.069, 3.302, -0.209], [-1.716, -0.087, 2.003], [-0.016, -1.609, 0.945], [1.588, -0.485, 0.978], [1.433, -4.713, 0.297], [0.327, 0.602, -0.338], [-2.815, -0.716, -0.703], [1.035, 1.119, 1.548], [-2.510, 3.059, -0.777], [-0.115, 0.361, -0.003], [4.264, -1.416, 2.461], [0.281, 1.559, 0.744], [-0.017, -0.862, 0.990], [2.022, -0.697, -0.561], [0.128, 0.960, -1.063], [-0.034, -0.177, -0.404]], "mulliken_charge": [-0.15, -0.10, 0.67, 0.01, -0.21, -0.58, -0.51, -0.17, -0.30, 0.02, -0.70, -0.11, -0.77, 0.20, 0.38, 0.28, 0.41, 0.48, 0.39, 0.37, 0.12, 0.27]}

(6)
{"formula": "C3H11NO2", "method": "ωB97M-V/def2-TZVPD", "multiplicity": 1, "homo_lumo_gap_ev": 8.882, "relative_energy_kcal_mol": 23.6, "smiles": "C=CNC.O.O", "symbols": ["O", "O", "N", "C", "C", "C", "H", "H", "H", "H", "H", "H", "H", "H", "H", "H", "H"], "xyz": [[-0.044, 0.648, -2.680], [-2.253, 0.763, -0.645], [0.301, 0.295, 0.947], [0.640, -0.865, 0.339], [1.730, -1.168, -0.378], [-0.390, 0.252, 2.233], [1.933, -2.199, -0.639], [-3.066, 0.522, -1.105], [-1.516, 0.601, -1.252], [-0.102, -0.616, 2.806], [0.451, 0.182, -1.979], [0.717, 1.111, -3.052], [0.029, -1.704, 0.651], [2.399, -0.450, -0.840], [-0.093, 1.127, 2.798], [0.730, 1.174, 0.737], [-1.466, 0.326, 2.060]], "atomic_forces_ev_per_a": [[1.033, -0.149, 0.542], [-0.153, -0.081, 0.215], [-0.583, 0.373, 0.468], [1.019, -0.588, 0.753], [0.004, -0.031, -1.057], [-0.280, 0.698, -0.861], [-0.312, 0.055, -0.166], [0.306, 0.030, -0.099], [-0.338, 0.168, -0.128], [-0.083, -0.347, 0.102], [-0.543, -0.446, -0.007], [-0.409, 0.370, -0.492], [-0.173, 0.002, 0.102], [0.131, 0.213, 0.465], [0.043, 0.148, 0.170], [0.409, -0.120, -0.285], [-0.071, -0.297, 0.278]], "mulliken_charge": [-0.68, -0.61, -0.03, -0.15, -0.87, -1.01, 0.21, 0.30, 0.34, 0.35, 0.35, 0.32, 0.30, 0.35, 0.34, 0.22, 0.27]}